Molecular formula: C31H46N9O3RbS3Si
Method: DFT, ωB97M-V/def2-TZVPD

Values from the calculation:
* Kohn-Sham gap: 0.19447 Ha
* highest occupied orbital energy: -0.05735 hartree
* net charge: -2

Cartesian coordinates (Å):
Rb 0.024 -0.217 0.733
C -0.245 -4.733 2.546
C 0.088 -4.809 3.886
C 0.217 -3.642 4.624
C 0.015 -2.421 3.986
N -0.323 -2.355 2.704
C -0.453 -3.470 2.006
C 0.196 -1.101 4.676
C 0.544 -1.008 6.024
C 0.691 0.246 6.587
C 0.503 1.371 5.804
C 0.177 1.192 4.460
N 0.023 -0.014 3.927
C -0.013 2.353 3.536
C 0.597 3.579 3.775
C 0.423 4.600 2.852
C -0.344 4.364 1.728
C -0.911 3.106 1.574
N -0.759 2.131 2.456
H -0.335 -5.613 1.925
H 0.260 -5.769 4.358
H 0.487 -3.694 5.670
H -0.734 -3.358 0.966
H 0.700 -1.894 6.622
H 0.950 0.346 7.635
H 0.593 2.362 6.225
H 1.241 3.720 4.633
H 0.917 5.553 2.995
H -0.470 5.114 0.959
H -1.494 2.866 0.693
N 2.013 -0.888 -1.701
C 2.409 -2.300 -1.670
C 3.555 -2.539 -2.648
C 3.350 -1.888 -4.016
C 2.285 -2.509 -4.927
N 0.917 -2.613 -4.461
C 0.027 -1.595 -4.204
N 0.460 -0.313 -4.537
N -1.133 -1.909 -3.758
C 2.726 -2.828 -0.233
O 3.360 -3.900 -0.175
O 2.258 -2.150 0.721
H 2.839 -0.299 -1.778
H 1.709 -0.688 -0.761
H 1.541 -2.892 -1.985
H 3.742 -3.612 -2.732
H 4.462 -2.112 -2.204
H 4.288 -1.931 -4.584
H 3.152 -0.824 -3.866
H 2.591 -3.538 -5.142
H 2.294 -1.980 -5.886
H 0.673 -3.446 -3.954
H 1.412 -0.159 -4.230
H -0.122 0.388 -4.092
H -1.846 -3.053 -1.980
H -1.670 -1.081 -3.514
C -4.700 -3.047 -2.970
C -4.112 -2.459 -1.702
S -2.742 -3.371 -1.021
C -4.595 -1.352 -1.098
C -5.821 -0.684 -1.694
S -3.962 -0.551 0.318
H -4.017 -3.788 -3.382
H -4.855 -2.288 -3.741
H -5.662 -3.546 -2.797
H -6.348 -1.297 -2.428
H -5.526 0.254 -2.176
H -6.508 -0.422 -0.889
S -1.160 1.735 -1.978
C -2.495 2.680 -1.819
N -2.860 3.780 -2.560
C -3.984 4.453 -1.924
C -4.617 3.295 -1.144
N -3.457 2.468 -0.881
H -2.105 4.298 -2.978
H -4.665 4.879 -2.661
H -3.654 5.247 -1.243
H -5.358 2.769 -1.758
H -5.095 3.626 -0.223
H -3.537 1.510 -0.494
C 4.447 1.563 -0.548
Si 3.098 2.282 0.591
C 3.528 1.581 2.309
C 3.521 4.145 0.707
O 1.623 1.999 0.116
H 5.446 1.941 -0.306
H 4.233 1.807 -1.594
H 4.474 0.473 -0.454
H 4.578 1.750 2.575
H 3.347 0.502 2.321
H 2.904 2.036 3.085
H 4.591 4.326 0.859
H 2.978 4.606 1.538
H 3.212 4.653 -0.212

=====

Molecular formula: C31H47BiClO2P2
Method: DFT, ωB97M-V/def2-TZVPD

Values from the calculation:
* Kohn-Sham gap: 0.17283 Ha
* highest occupied orbital energy: -0.34697 hartree
* net charge: +1

Cartesian coordinates (Å):
Bi -0.470 -0.975 1.646
C -2.251 1.086 3.020
C -2.799 1.845 1.990
C -3.340 -0.334 1.508
C -2.545 -0.346 2.745
C -3.481 0.997 1.087
C -1.595 1.659 4.218
H -1.191 2.675 4.042
H -0.779 1.001 4.546
H -2.301 1.770 5.068
C -2.762 -1.484 3.715
H -2.010 -1.542 4.501
H -2.808 -2.479 3.233
H -3.756 -1.338 4.188
C -4.187 -1.478 1.100
H -5.039 -1.555 1.799
H -3.661 -2.439 1.144
H -4.615 -1.328 0.106
C -4.287 1.450 -0.078
H -5.315 1.766 0.185
H -4.393 0.638 -0.816
H -3.819 2.325 -0.555
C -2.703 3.320 1.852
H -3.584 3.863 2.202
H -2.575 3.591 0.801
H -1.864 3.722 2.428
C 1.648 0.011 1.231
C 1.134 1.182 1.819
C 1.077 2.528 1.175
C 0.669 2.542 -0.330
C -0.487 1.674 -0.637
C -0.413 0.328 -0.797
C 0.902 -0.278 -1.269
C 2.063 -0.092 -0.254
H 2.054 3.041 1.288
H 1.561 2.381 -0.970
H 0.341 3.141 1.737
H 2.701 0.756 -0.562
H 2.046 -0.786 1.870
H 1.007 1.218 2.915
H 2.741 -0.956 -0.346
H 0.812 -1.349 -1.514
H -1.342 -0.297 -0.915
H 1.225 0.226 -2.208
H 0.351 3.577 -0.545
H -1.441 2.194 -0.780
P 2.764 -0.898 -5.045
P 0.959 -1.510 -7.384
C 3.617 -0.932 -6.715
C 2.790 -1.748 -7.706
H 4.616 -1.366 -6.576
H 3.743 0.105 -7.058
H 2.995 -1.461 -8.746
H 2.998 -2.823 -7.597
C 0.376 -2.743 -8.615
H -0.706 -2.625 -8.743
H 0.587 -3.753 -8.245
H 0.883 -2.584 -9.575
C 0.715 -0.020 -8.449
H 1.183 -0.175 -9.430
H 1.137 0.872 -7.972
H -0.364 0.127 -8.580
C 3.994 -1.891 -4.100
H 3.759 -1.823 -3.031
H 5.008 -1.511 -4.283
H 3.933 -2.941 -4.411
C 3.291 0.785 -4.523
H 2.737 1.531 -5.104
H 4.368 0.910 -4.691
H 3.060 0.919 -3.458
Cl -1.218 -0.406 10.717
C -0.604 -0.626 9.136
C 0.731 -1.063 8.966
C 1.231 -1.237 7.659
C 0.413 -0.972 6.535
C -0.895 -0.553 6.755
C -1.433 -0.382 8.029
C 0.948 -1.107 5.113
O 2.128 -1.473 4.987
O 0.101 -0.859 4.139
H 1.358 -1.239 9.838
H 2.261 -1.585 7.509
H -1.522 -0.344 5.894
H -2.462 -0.052 8.178

=====

Molecular formula: C31H47BrN3O6
Method: DFT, ωB97M-V/def2-TZVPD

Values from the calculation:
* Kohn-Sham gap: 0.22195 Ha
* highest occupied orbital energy: -0.37850 hartree
* net charge: +1

Cartesian coordinates (Å):
C 1.224 4.142 7.476
C 2.408 4.842 7.490
C 3.164 5.049 6.238
O 4.311 4.675 6.225
O 2.531 5.588 5.182
C 2.940 5.070 3.898
C 1.786 5.224 2.931
C 2.248 5.184 1.463
C 1.306 4.399 0.547
C 1.437 2.909 0.845
C 0.522 2.018 -0.055
C -0.204 1.011 0.786
N -1.515 1.120 0.799
N -2.215 0.268 1.536
C -3.688 0.431 1.475
C -4.127 1.146 0.187
O -5.499 0.953 0.003
C -5.850 -0.329 -0.533
C -6.747 -1.044 0.475
C -1.669 -0.674 2.294
Br -2.682 -1.815 3.359
C -0.283 -0.822 2.299
C 0.489 0.011 1.527
C 1.986 -0.153 1.475
C 2.368 -1.647 1.280
C 3.495 -1.834 0.269
N 3.931 -3.241 0.190
C 3.138 -4.025 -0.789
C 4.019 -4.676 -1.827
C 4.218 -6.049 -1.844
C 5.044 -6.623 -2.799
C 5.677 -5.832 -3.741
C 5.471 -4.462 -3.734
C 4.661 -3.886 -2.775
O 4.479 -2.511 -2.748
H 1.161 3.148 7.908
H 0.319 4.575 7.054
H 2.814 5.224 8.421
H 3.224 4.025 4.039
H 3.820 5.622 3.569
H 1.356 6.207 3.132
H 1.010 4.494 3.171
H 3.254 4.755 1.431
H 2.363 6.210 1.116
H 1.669 4.564 -0.469
H 0.290 4.771 0.683
H 1.312 2.689 1.907
H 2.470 2.641 0.609
H -0.217 2.686 -0.492
H 1.122 1.523 -0.814
H -4.160 -0.545 1.458
H -4.016 1.021 2.329
H -3.902 2.209 0.230
H -3.592 0.735 -0.676
H -4.978 -0.974 -0.689
H -6.348 -0.239 -1.492
H -7.384 -0.319 0.978
H -7.337 -1.828 0.006
H -6.150 -1.503 1.268
H 0.153 -1.601 2.907
H 2.420 0.243 2.391
H 2.331 0.369 0.587
H 1.500 -2.202 0.911
H 2.610 -2.086 2.250
H 4.350 -1.231 0.589
H 3.180 -1.520 -0.725
H 3.713 -3.640 1.095
H 2.406 -3.390 -1.295
H 2.571 -4.825 -0.307
H 3.711 -6.648 -1.098
H 5.169 -7.697 -2.793
H 6.314 -6.302 -4.477
H 5.932 -3.815 -4.470
H 5.051 -2.159 -2.056
O -6.308 -1.333 -3.178
C -5.827 -1.344 -4.282
O -4.945 -2.308 -4.588
C -4.454 -2.529 -5.917
C -3.269 -1.644 -6.239
C -6.129 -0.258 -5.287
H -5.257 -2.427 -6.646
H -4.149 -3.574 -5.933
H -3.538 -0.587 -6.218
H -2.878 -1.878 -7.229
H -2.477 -1.794 -5.505
H -5.468 0.587 -5.098
H -7.158 0.059 -5.142
H -6.027 -0.570 -6.323

=====

Molecular formula: C31H47CrN4O3SSbSi3
Method: DFT, ωB97M-V/def2-TZVPD

Values from the calculation:
* spin multiplicity: 5
* Kohn-Sham gap (spin up / spin down): 0.20439 / 0.26948 Ha
* highest occupied orbital energy (spin up / spin down): -0.18917 / -0.26834 hartree
* <S²>: 6.06

Cartesian coordinates (Å):
Cr -0.300 -0.562 -0.273
N 4.003 0.203 -0.717
C 2.692 0.000 -0.323
S 1.744 -1.037 -1.372
N 2.274 0.648 0.713
N 0.934 0.451 0.959
C 0.412 0.874 2.114
C 1.244 1.427 3.214
C 0.939 2.651 3.807
C 1.712 3.145 4.849
C 2.797 2.418 5.313
C 3.106 1.196 4.730
C 2.340 0.706 3.687
C -0.984 0.689 2.250
C -1.741 0.968 3.422
C -3.073 0.686 3.460
C -3.706 0.096 2.337
C -2.933 -0.175 1.239
N -1.627 0.119 1.163
H 4.418 -0.551 -1.237
H 4.590 0.593 0.006
H 0.090 3.218 3.451
H 1.464 4.100 5.294
H 3.401 2.801 6.125
H 3.951 0.624 5.092
H 2.586 -0.239 3.224
H -1.244 1.386 4.285
H -3.641 0.896 4.357
H -4.757 -0.155 2.337
H -3.348 -0.650 0.359
C -4.301 -4.238 -4.440
O -3.971 -5.086 -3.353
C -3.199 -4.571 -2.371
C -2.901 -5.455 -1.313
C -2.143 -4.998 -0.275
C -1.631 -3.679 -0.218
C -0.795 -3.273 0.889
C -0.675 -4.081 2.156
O -0.137 -2.217 0.901
C -1.935 -2.798 -1.295
O -1.590 -1.547 -1.355
C -2.721 -3.282 -2.366
H -4.911 -4.837 -5.111
H -3.403 -3.899 -4.962
H -4.875 -3.373 -4.096
H -3.277 -6.467 -1.353
H -1.916 -5.689 0.522
H -1.022 -5.105 2.108
H -1.273 -3.549 2.900
H 0.360 -4.047 2.491
H -2.928 -2.587 -3.165
C 1.430 0.855 -4.589
Si 0.929 2.317 -3.536
C 0.197 3.604 -4.693
C 2.383 3.040 -2.609
Sb -0.791 1.612 -1.786
Si -1.298 3.783 -0.536
C 0.142 4.132 0.596
C -1.479 5.241 -1.705
C -2.883 3.527 0.425
Si -2.889 1.210 -3.170
C -2.413 0.053 -4.580
C -3.561 2.828 -3.841
C -4.221 0.430 -2.109
H 2.246 1.163 -5.249
H 0.603 0.528 -5.223
H 1.768 0.012 -3.990
H 0.989 3.938 -5.371
H -0.197 4.482 -4.184
H -0.597 3.178 -5.310
H 3.196 3.250 -3.311
H 2.769 2.370 -1.841
H 2.109 3.984 -2.132
H 1.037 4.403 0.036
H 0.390 3.267 1.207
H -0.107 4.969 1.256
H -0.504 5.569 -2.069
H -1.915 6.076 -1.149
H -2.116 5.046 -2.565
H -2.799 2.715 1.149
H -3.731 3.310 -0.227
H -3.112 4.448 0.970
H -1.423 -0.383 -4.461
H -2.446 0.575 -5.540
H -3.128 -0.772 -4.632
H -2.847 3.345 -4.483
H -3.849 3.507 -3.039
H -4.458 2.625 -4.432
H -3.918 -0.570 -1.801
H -5.141 0.353 -2.698
H -4.444 1.017 -1.217

=====

In the order shown, the computed E values come out to -3435.75676 -2717.04545 -4398.76389 -4205.78856 Ha.